Record 1
Density functional theory data (ωB97M-V/def2-TZVPD) for C32H25N5O3PS2Ti as an isolated structure.

Last column: Mulliken charge in e.
Cartesian coordinates (Å):
Ti -0.332 0.027 0.819  -0.71
N 3.438 -0.769 3.170  -0.56
C 2.245 -0.447 2.548  0.53
S 1.585 -1.597 1.440  -0.47
N 1.702 0.673 2.891  -1.48
N 0.517 0.987 2.290  1.48
C -0.024 2.177 2.652  0.01
C 0.657 3.116 3.570  -0.31
C 1.953 3.554 3.282  -0.11
C 2.589 4.468 4.105  -0.81
C 1.948 4.961 5.235  -0.35
C 0.664 4.531 5.533  -0.67
C 0.025 3.615 4.709  -0.20
C -1.187 2.529 1.954  0.73
C -1.890 3.747 2.126  -0.93
C -2.996 4.010 1.370  -0.57
C -3.411 3.064 0.409  -1.12
C -2.683 1.918 0.251  -0.30
N -1.587 1.618 0.989  0.66
H 4.008 -1.415 2.653  0.24
H 3.921 0.027 3.557  0.24
H 2.439 3.179 2.391  0.47
H 3.588 4.808 3.861  0.37
H 2.445 5.678 5.877  0.37
H 0.158 4.904 6.416  0.35
H -0.969 3.264 4.957  0.50
H -1.521 4.466 2.842  0.44
H -3.540 4.938 1.501  0.41
H -4.287 3.234 -0.202  0.40
H -2.974 1.188 -0.490  0.60
O -2.114 -0.859 -0.157  -0.52
S -2.145 -1.918 0.880  1.68
O -3.462 -2.348 1.259  -0.76
O -1.323 -1.427 1.996  -0.47
C -1.351 -3.302 0.080  0.20
C -1.706 -4.575 0.487  -0.69
C -1.160 -5.682 -0.142  -0.74
C -0.262 -5.496 -1.186  -0.64
C 0.088 -4.221 -1.596  -0.51
C -0.455 -3.092 -0.982  -0.47
P 0.052 -1.380 -1.388  2.04
C -1.140 -0.863 -2.686  0.20
C -1.976 -1.741 -3.366  -0.20
C -2.880 -1.260 -4.303  -0.71
C -2.953 0.100 -4.566  -0.56
C -2.117 0.980 -3.893  -0.77
C -1.215 0.503 -2.955  -0.41
C 1.534 -1.648 -2.448  0.17
C 1.476 -1.678 -3.840  -0.12
C 2.630 -1.845 -4.592  -0.80
C 3.860 -1.975 -3.965  -0.52
C 3.930 -1.938 -2.579  -0.76
C 2.779 -1.769 -1.827  0.07
H -2.428 -4.680 1.287  0.49
H -1.430 -6.680 0.176  0.39
H 0.165 -6.357 -1.686  0.40
H 0.797 -4.089 -2.403  0.42
H -1.928 -2.803 -3.153  0.40
H -3.533 -1.948 -4.825  0.40
H -3.664 0.476 -5.292  0.36
H -2.174 2.043 -4.093  0.45
H -0.562 1.185 -2.422  0.46
H 0.523 -1.569 -4.341  0.41
H 2.569 -1.868 -5.673  0.41
H 4.761 -2.090 -4.555  0.36
H 4.890 -2.026 -2.084  0.41
H 2.835 -1.718 -0.749  0.10
N 1.688 1.887 -0.839  -1.01
C 0.917 1.217 -0.286  0.64

The HOMO energy (alpha / beta) comes out at -2.91 / -2.89 eV. The spin multiplicity is 1. The value obtained for the frontier orbital gap (alpha / beta) is 5.45 / 5.43 eV. The charge is -1.

---

Record 2
Density functional theory data (ωB97M-V/def2-TZVPD) for an isolated molecule of C25H48N4O2.

Last column: Mulliken charge in e.
Cartesian coordinates (Å):
C -2.040 5.074 1.287  -1.25
C -1.816 4.863 2.757  -0.71
C -1.021 3.609 3.035  -0.69
C -1.522 2.458 2.190  -0.59
C -0.965 1.157 2.720  -0.60
C -1.973 0.030 2.873  -0.88
C -1.526 -1.295 2.301  -1.35
C -0.103 -1.634 2.656  0.98
C 0.080 -2.933 3.404  -1.49
C 0.194 -4.193 2.583  -1.00
C 1.180 -4.157 1.448  -0.32
C 2.616 -4.162 1.900  -1.26
C 3.030 -2.810 2.449  0.27
C 4.282 -2.232 1.807  -1.63
C 3.889 -1.239 0.737  -0.58
C 3.467 -1.923 -0.544  -0.26
C 2.447 -1.185 -1.382  -0.97
C 2.876 0.206 -1.675  -0.50
C 1.849 0.966 -2.418  0.27
N 1.200 1.867 -1.774  -0.21
N 0.321 2.562 -2.492  -0.35
C 0.240 2.242 -3.734  0.75
C -0.691 3.039 -4.569  -0.70
O -1.702 2.255 -5.048  -0.29
C -2.960 2.665 -4.685  -0.53
C -3.713 1.428 -4.140  -0.80
O -2.749 0.589 -3.571  -0.20
C -2.958 -0.719 -4.038  -0.33
C -1.886 -1.582 -3.412  -1.16
N 0.862 1.319 -4.360  -0.41
N 1.729 0.630 -3.652  -0.26
H -2.447 6.036 1.125  0.42
H -1.113 4.960 0.790  0.31
H -2.732 4.376 0.902  0.31
H -2.737 4.774 3.273  0.33
H -1.318 5.727 3.120  0.41
H -1.076 3.394 4.074  0.45
H -0.004 3.822 2.823  0.34
H -1.124 2.629 1.226  0.27
H -2.580 2.492 2.161  0.37
H -0.109 0.866 2.173  0.38
H -0.603 1.371 3.696  0.40
H -2.240 -0.067 3.893  0.26
H -2.859 0.313 2.360  0.51
H -2.194 -2.031 2.674  0.47
H -1.691 -1.280 1.258  0.39
H 0.337 -0.883 3.259  0.69
H 0.444 -1.600 1.752  -0.71
H -0.790 -3.047 3.998  0.65
H 0.914 -2.811 4.037  0.42
H -0.730 -4.551 2.211  0.40
H 0.534 -4.944 3.254  0.43
H 1.039 -5.062 0.909  0.50
H 0.995 -3.397 0.737  -0.01
H 3.206 -4.357 1.043  0.56
H 2.749 -4.951 2.594  0.49
H 3.188 -2.912 3.492  0.62
H 2.269 -2.081 2.341  -0.37
H 4.806 -1.726 2.574  0.43
H 4.926 -2.979 1.415  0.49
H 3.100 -0.632 1.109  0.34
H 4.691 -0.562 0.581  0.57
H 4.346 -2.108 -1.106  0.46
H 3.088 -2.869 -0.261  0.13
H 1.518 -1.265 -0.875  0.24
H 2.400 -1.743 -2.277  0.38
H 3.715 0.191 -2.322  0.31
H 3.189 0.754 -0.836  0.54
H -0.993 3.917 -4.064  0.46
H -0.109 3.362 -5.397  0.25
H -3.479 3.086 -5.508  0.43
H -2.978 3.386 -3.907  0.35
H -4.382 1.700 -3.366  0.31
H -4.192 0.983 -4.973  0.43
H -2.847 -0.762 -5.091  0.35
H -3.917 -1.029 -3.704  0.37
H -2.323 -2.434 -2.962  0.41
H -1.212 -1.906 -4.157  0.35
H -1.314 -1.046 -2.705  0.15

The HOMO energy comes out at -9.50 eV. The spin multiplicity is 1. The value obtained for the frontier orbital gap is 8.84 eV. The SMILES is CCCCCCCCCCCCCCCCCCc1nnc(COCCOCC)nn1. The energy relative to the best compared isomer or geometry (same formula, charge and spin) comes out at 0.0 kcal per mole.

---

no.,electronic energy (eV)
1,-101261.573
2,-36753.644